No. 1
13
Properties=species:S:1:pos:R:3 method="wB97M-V/def2-TZVPD" fmax_ev_per_a=4.04 de_lowest_kcal_mol=80.4 smiles="C=NNC(=S)SC" total_charge=0 lumo_energy_ev=0.196 molar_mass_g_mol=134.2 e_homo_ev=-8.57 orbital_gap_ha=0.3220
S -1.769 -0.971 -0.221
S 0.358 1.287 -0.209
N 0.872 -1.117 0.089
N 2.167 -0.955 -0.172
C -2.766 0.524 0.129
C -0.157 -0.205 -0.020
C 2.905 0.049 -0.038
H -2.226 1.390 -0.461
H 3.963 -0.118 0.165
H 2.641 1.013 0.043
H -2.710 0.851 1.306
H 0.519 -2.109 -0.112
H -3.797 0.360 -0.497

No. 2
32
Properties=species:S:1:pos:R:3 method="wB97M-V/def2-TZVPD" fmax_ev_per_a=4.89 de_lowest_kcal_mol=27.5 total_charge=+1 lumo_energy_ev=-5.173 molar_mass_g_mol=270.2 e_homo_ev=-12.50 orbital_gap_ha=0.2693
I -0.300 -1.689 0.977
N -2.708 -1.193 -1.203
C -1.052 1.438 2.024
C 2.920 0.283 0.895
C 0.449 0.223 0.156
C 2.109 -1.276 -0.997
C -1.924 -0.791 -2.080
C -3.211 -2.493 -1.194
C 1.913 0.075 -0.249
C 0.263 1.356 1.297
C 0.535 2.686 0.712
H 0.697 3.376 1.557
H 3.971 0.007 0.684
H 3.057 1.346 1.108
H 2.911 -1.221 -1.796
H -0.801 2.172 2.798
H 2.076 0.780 -1.165
H 2.463 -2.126 -0.439
H -1.661 0.239 -2.001
H -3.117 -2.948 -0.287
H -1.329 0.551 2.553
H -0.288 3.004 0.115
H -2.024 1.548 1.459
H 0.965 1.107 2.087
H -0.135 0.337 -0.793
H 1.250 -1.508 -1.604
H -4.100 -2.633 -1.750
H 1.514 2.781 0.235
H -1.350 -1.529 -2.532
H -3.282 -0.677 -0.673
H 2.663 -0.171 1.892
H -2.474 -3.053 -1.784

No. 3
51
Properties=species:S:1:pos:R:3 method="wB97M-V/def2-TZVPD" fmax_ev_per_a=1.86 de_lowest_kcal_mol=0.0 smiles="CCOC(=O)C(F)(F)F.ClC(Cl)Cl.ClC(Cl)Cl.ClC(Cl)Cl.ClC(Cl)Cl.ClC(Cl)Cl.CN(C)C=O" total_charge=0 lumo_energy_ev=0.152 molar_mass_g_mol=812.1 e_homo_ev=-9.78 orbital_gap_ha=0.3651
Cl 4.036 1.487 2.005
Cl -5.003 -3.622 0.796
Cl -4.577 -1.424 2.574
Cl 0.138 -1.431 4.452
Cl 0.244 1.455 -4.489
Cl -1.693 -3.258 3.173
Cl 0.669 3.666 -2.682
Cl -3.872 2.118 2.406
Cl 2.408 3.555 0.727
Cl -2.067 2.820 -3.232
Cl -1.484 -3.201 6.102
Cl -5.189 -0.898 -0.274
Cl -1.610 3.074 0.810
Cl -4.183 2.610 -0.449
Cl 1.948 2.864 3.514
F 0.472 -3.929 -1.831
F -0.272 -1.896 -1.950
F -0.298 -2.965 -0.065
O 2.196 -2.109 0.249
O 2.422 -1.872 -1.954
O -2.522 -0.521 0.549
N -0.434 0.278 0.100
C 0.304 1.131 -0.803
C 0.088 0.203 1.451
C 4.268 -0.999 -3.201
C -1.393 -2.265 4.601
C 1.776 -2.214 -0.853
C 3.604 -1.098 -1.839
C -0.472 2.992 -3.878
C -3.071 2.061 0.817
C -4.401 -1.965 0.865
C 0.377 -2.760 -1.183
C 3.165 3.003 2.223
C -1.697 -0.048 -0.223
H 1.356 0.846 -0.858
H -1.978 0.194 -1.255
H -0.571 -0.470 1.991
H 3.379 -0.127 -1.386
H -2.186 -1.529 4.646
H 3.538 -0.547 -3.875
H 3.877 3.756 2.531
H 0.130 1.182 1.928
H 4.445 -2.014 -3.557
H -0.132 1.150 -1.804
H -2.776 1.030 0.655
H -0.458 3.655 -4.732
H 1.101 -0.203 1.438
H -3.348 -1.930 0.610
H 4.275 -1.579 -1.117
H 0.268 2.193 -0.545
H 5.203 -0.451 -3.183

No. 4
74
Properties=species:S:1:pos:R:3 method="wB97M-V/def2-TZVPD" fmax_ev_per_a=4.72 de_lowest_kcal_mol=95.8 total_charge=+1 lumo_energy_ev="-4.642 / -4.518" molar_mass_g_mol=1269.5 e_homo_ev="-8.59 / -8.34" s2=1.090 spin_multiplicity=2 orbital_gap_ha="0.1453 / 0.1406"
Re 0.266 -0.470 -0.762
Sb -3.969 -1.399 0.605
Br 1.288 -7.550 2.080
Se -5.147 -2.690 -1.111
Se -3.891 -2.761 2.622
Se -5.347 0.539 1.018
Se -1.725 -0.843 -0.169
S 4.753 -0.431 -1.765
S -1.960 2.145 2.962
S 0.010 3.842 -2.354
O -1.672 1.384 1.696
N -0.333 -0.580 -2.684
N -1.680 2.632 -0.603
N 3.519 -1.967 0.088
N 1.331 0.602 3.453
N 0.638 -2.487 -1.238
N 0.359 1.614 -1.096
N 0.754 -0.202 1.507
N 2.324 -0.230 -0.946
C -3.279 4.506 3.001
C -0.005 -5.125 1.269
C -1.935 4.817 2.353
C 1.532 0.678 2.124
C 3.391 -0.956 -0.788
C 1.863 -4.547 -0.718
C 1.065 -5.977 1.034
C 0.857 -2.571 -2.550
C 1.989 -5.696 0.034
C -0.652 -0.788 -5.431
C 3.774 0.872 -2.350
C 0.812 -3.661 -0.471
C 0.390 -0.351 3.700
C 0.318 -1.564 -3.380
C -3.542 3.042 2.710
C -1.421 0.116 -4.685
C 1.450 2.929 -2.645
C -0.512 2.600 -1.226
C -1.230 0.186 -3.332
C 0.202 -1.640 -4.779
C 2.532 0.824 -1.799
C -0.120 -3.971 0.522
C 0.039 -0.845 2.488
C -0.986 3.732 2.830
C 1.471 1.799 -1.898
C 2.532 1.618 1.554
H 4.329 -2.559 0.052
H -0.685 -1.605 2.258
H -2.039 4.774 1.268
H 0.044 -0.598 4.679
H 2.739 -2.270 0.654
H -0.744 -5.366 2.019
H -2.298 3.412 -0.756
H 2.173 2.101 0.646
H 2.752 2.399 2.278
H 2.590 -4.344 -1.494
H 0.754 -2.401 -5.307
H -0.623 3.938 3.835
H -1.827 0.850 -2.709
H -1.809 2.037 0.255
H 4.162 1.578 -3.052
H 1.244 -3.480 -2.983
H -1.567 5.809 2.616
H 2.795 -6.384 -0.171
H -0.136 3.566 2.172
H -2.172 0.732 -5.147
H -0.970 -3.315 0.674
H -3.851 2.872 1.679
H -4.296 2.599 3.356
H -3.228 4.687 4.076
H 1.809 1.158 4.145
H -0.778 -0.847 -6.498
H 3.465 1.099 1.321
H -4.079 5.125 2.594
H 2.199 3.267 -3.330

No. 5
18
Properties=species:S:1:pos:R:3 method="wB97M-V/def2-TZVPD" fmax_ev_per_a=3.98 de_lowest_kcal_mol=28.5 smiles="CC(=[NH2+])C(C)C" total_charge=+1 lumo_energy_ev=-4.227 molar_mass_g_mol=86.2 e_homo_ev=-16.18 orbital_gap_ha=0.4393
N -0.936 -1.428 0.960
C 0.168 0.080 -1.916
C -0.014 -0.602 0.601
C 1.354 -0.787 1.511
C -0.655 0.361 -0.663
C -0.437 1.789 -0.167
H 2.169 -1.084 0.864
H -0.828 -2.113 1.705
H -1.700 0.101 -0.750
H -0.304 -0.665 -2.550
H 0.281 0.996 -2.489
H -1.008 2.000 0.734
H 1.574 0.157 1.993
H -1.842 -1.434 0.496
H 1.168 -0.264 -1.666
H -0.739 2.497 -0.935
H 0.619 1.958 0.040
H 1.127 -1.561 2.234

No. 6
13
Properties=species:S:1:pos:R:3 method="wB97M-V/def2-TZVPD" fmax_ev_per_a=1.97 de_lowest_kcal_mol=21.2 smiles="C/C=C/C(N)=S" total_charge=0 lumo_energy_ev=0.036 molar_mass_g_mol=101.2 e_homo_ev=-8.27 orbital_gap_ha=0.3054
S 2.961 1.011 0.804
N 1.917 -0.994 -0.542
C -0.754 -0.249 0.083
C 0.331 0.507 0.299
C -2.151 0.456 0.116
C 1.732 0.139 0.116
H 1.273 -1.425 -1.154
H 0.149 1.556 0.481
H -0.772 -1.391 0.105
H -1.914 1.514 0.312
H -2.854 -0.014 0.828
H -2.694 0.383 -0.818
H 2.775 -1.493 -0.631